(1)
54
Properties=species:S:1:pos:R:3:forces:R:3:lowdin_spin:R:1 method="wB97M-V/def2-TZVPD" gap_ha="0.1527 / 0.1542" total_charge=-2 multiplicity=2 s_squared=0.753 lumo_ev="4.4128 / 4.4124"
Ce 0.0367 -0.4514 -0.2879 -0.78 -2.86 -0.17 1.00
I -2.2411 0.7415 1.3243 -0.91 0.71 0.95 0.00
I 2.9410 -0.6123 -0.9643 1.59 0.07 -0.47 0.00
O -0.8411 -0.6185 -2.6541 -0.41 0.36 -1.98 0.01
N 1.2573 2.4387 1.3063 -0.09 0.22 -0.96 0.00
N -0.3257 -2.3747 0.4988 -0.51 -1.14 0.46 -0.01
N 1.1608 2.8635 -0.7946 -0.24 -0.41 0.69 0.00
C -2.4164 1.3046 -2.2197 -0.03 0.38 -1.85 0.00
C 1.7365 3.7177 1.1320 0.01 0.06 -0.05 0.00
C -0.5068 -1.9865 3.7954 -0.26 -0.03 -0.16 0.00
C 0.8718 1.8628 0.1156 1.20 2.77 0.58 0.00
C -1.4754 0.2010 -1.9892 0.48 0.17 2.74 0.00
C -0.4053 -6.2896 1.8641 0.03 -0.58 0.20 0.00
C 0.6168 -2.8732 3.2486 -0.08 -0.39 -0.34 0.00
C 0.1466 -5.2794 2.6620 -0.15 0.02 -0.08 0.00
C -1.0662 -5.9519 0.6773 -0.02 0.16 0.15 0.00
C -1.8717 -4.2989 -1.0475 0.21 -0.15 0.36 0.00
C -1.1900 -4.9410 -2.2529 0.17 0.03 -0.10 0.00
C 0.1005 -3.9523 2.2805 -0.02 0.00 0.35 0.00
C 1.7795 -2.0363 2.7162 0.12 0.23 -0.13 0.00
C 1.6636 3.9847 -0.1855 0.19 0.16 0.17 0.00
C 0.9818 2.8321 -2.2314 -0.29 -0.13 -0.42 0.00
C -3.3269 -4.7679 -1.0183 -0.07 0.05 0.10 0.00
C -1.1319 -4.6400 0.2462 -0.10 -0.30 0.03 0.00
C -0.4545 -3.6146 1.0002 0.19 1.68 -0.72 0.00
C 1.2438 1.8312 2.6133 0.05 -0.55 0.60 0.00
H -3.8101 -4.5244 -1.9719 -0.08 -0.02 0.07 0.00
H -0.3427 -7.3319 2.1813 -0.03 0.18 -0.05 0.00
H 1.3551 1.8950 -2.6632 -0.05 0.17 0.25 0.00
H 2.2549 -1.4676 3.5242 -0.01 -0.04 0.16 0.00
H -1.7342 -4.6971 -3.1729 0.11 0.01 -0.03 0.00
H 1.5514 3.6751 -2.6480 -0.12 -0.33 0.03 0.00
H 1.4666 -1.3045 1.9612 0.04 -0.35 0.17 0.00
H 2.5448 -2.6706 2.2616 -0.07 0.08 -0.08 0.00
H 0.3331 1.2349 2.7638 0.18 0.20 -0.15 0.00
H -3.8868 -4.2907 -0.2071 0.07 -0.05 -0.08 0.00
H 2.0851 4.3158 1.9538 0.01 0.05 0.03 0.00
H 1.0160 -3.4371 4.1037 0.01 -0.01 0.01 0.00
H -2.3059 1.7355 -3.2431 -0.57 -0.04 0.05 0.00
H -0.1533 -4.6019 -2.3495 -0.14 -0.01 0.01 0.00
H 1.9361 4.8615 -0.7434 0.03 0.08 0.01 0.00
H -3.3797 -5.8553 -0.8787 -0.06 0.10 -0.01 0.00
H -0.0753 2.9624 -2.5137 0.33 -0.12 0.18 0.00
H -1.8515 -3.2100 -1.1649 0.11 -0.13 0.12 0.00
H -1.2370 -2.6051 4.3290 0.03 0.07 -0.01 0.00
H -1.1846 -6.0335 -2.1428 0.03 0.09 -0.04 0.00
H 0.6158 -5.5205 3.6204 -0.09 -0.11 -0.16 0.00
H 2.1250 1.1897 2.7795 -0.27 0.16 -0.24 0.00
H -0.1143 -1.2413 4.4991 0.03 -0.02 -0.01 0.00
H -3.4301 0.9503 -1.9918 0.11 0.15 -0.18 0.00
H -1.5556 -6.7285 0.0760 0.21 0.09 0.24 0.00
H 1.2737 2.6359 3.3596 -0.13 -0.21 -0.15 0.00
H -2.1694 2.0797 -1.4775 -0.23 -0.30 -0.19 0.00
H -1.0449 -1.4521 2.9999 0.25 -0.20 0.11 0.00

***

(2)
53
Properties=species:S:1:pos:R:3:forces:R:3:lowdin_spin:R:1 method="wB97M-V/def2-TZVPD" gap_ha="0.1409 / 0.1418" total_charge=0 e_above_lowest_ev=5.9799 multiplicity=2 s_squared=0.751 lumo_ev="-1.2621 / -1.2419"
Ce -1.0141 0.2440 1.5727 4.73 -0.06 -1.28 1.01
O 1.3002 1.0335 1.7289 -0.57 -0.19 0.20 -0.01
O 1.8280 -0.9878 -0.6007 -0.74 0.61 0.39 0.00
O 1.5695 2.9431 2.7098 -1.82 -2.14 -0.39 0.00
O -1.0429 -1.7971 0.2828 -0.59 -3.11 -0.98 0.00
N 0.7902 2.0498 2.3821 2.37 1.01 0.38 0.00
C 3.1675 -1.3926 -0.1569 -1.23 0.87 -0.98 0.00
C -2.9917 0.8426 2.9205 -0.60 1.26 -0.25 0.00
C -2.8231 -3.5917 0.6092 -0.09 0.33 0.17 0.00
C 0.1874 4.4631 0.0466 0.14 -0.60 -0.07 0.00
C 2.9916 -0.9406 -2.5809 -0.85 0.09 1.79 0.00
C 1.7838 -0.2708 -1.8807 0.38 -0.42 0.48 0.00
C -1.7004 -3.0646 -0.2747 -2.56 -1.60 -1.84 0.00
C 0.8598 3.2558 -1.8076 0.45 0.56 0.58 0.00
C 1.5867 4.2734 0.1441 0.03 0.31 -1.40 0.00
C -2.5660 2.2030 1.0639 -0.76 0.13 1.04 0.00
C 2.0293 3.6392 -1.0578 -0.97 -0.70 0.02 0.00
C 0.0975 -2.7470 0.3743 2.47 0.27 0.39 0.00
C -0.5052 -4.0083 -0.2027 1.23 0.53 0.61 0.00
C 3.9614 -0.7982 -1.3357 -0.01 0.15 -0.50 0.00
C -2.1855 -2.7710 -1.6925 -0.56 0.57 -0.15 0.00
C -2.0113 1.8256 3.2970 -1.25 0.38 -0.80 0.00
C -1.7621 2.6592 2.1476 -1.97 0.31 0.93 0.00
C -0.2808 3.8125 -1.1302 0.43 -0.69 -0.05 0.00
C -3.3546 1.0830 1.5481 -0.59 0.69 0.28 0.00
H 2.7321 -2.0056 -2.6323 0.04 0.01 -0.19 0.00
H 0.3952 -2.7012 1.4284 0.45 -0.51 -0.34 0.00
H 4.1138 0.2538 -1.1143 -0.12 0.26 -0.06 0.00
H 0.8711 2.6507 -2.7290 -0.15 0.60 0.37 0.00
H -2.8659 -3.5066 -2.1402 0.36 -0.35 0.56 0.00
H -1.4067 -2.6010 -2.4333 0.32 0.07 0.28 0.00
H -2.3893 -4.0824 1.4810 -0.14 0.43 0.34 0.00
H 0.0427 -4.3321 -1.1162 -0.86 0.57 0.35 0.00
H -3.3913 0.0517 3.5541 0.03 0.21 -0.12 0.00
H 0.8660 -2.4867 -0.3481 0.02 0.85 0.92 0.00
H -3.4323 -4.3890 0.1452 0.45 0.55 -0.26 0.00
H 3.0688 3.4645 -1.3871 -0.64 -0.05 0.44 0.00
H -0.4397 5.0179 0.7422 0.16 -0.11 -0.06 0.00
H 4.9324 -1.1868 -1.4964 0.97 -0.79 -0.10 0.00
H -1.2130 3.5998 2.1709 0.29 -0.73 -0.29 0.00
H 0.7845 -0.4184 -2.3106 0.21 -0.56 0.00 0.00
H 3.3090 -0.9733 0.8689 0.29 0.06 -1.01 0.00
H -3.4796 -2.7556 0.8630 -0.13 -0.20 0.28 0.00
H -1.3251 3.7301 -1.4655 0.52 0.21 0.06 0.00
H -2.5687 2.6665 0.0624 0.01 -0.45 0.71 0.00
H -0.3972 -4.8385 0.5035 -1.13 0.12 -0.08 0.00
H 1.8075 0.8205 -1.7000 0.64 -0.39 -0.10 0.00
H -1.5626 1.9381 4.2872 -0.04 -0.09 -0.50 0.00
H 3.2060 -0.6359 -3.6077 0.58 0.52 0.53 0.00
H -4.1692 0.5741 1.0068 0.70 0.21 0.24 0.00
H -2.8013 -1.8743 -1.6584 0.03 0.32 0.02 0.00
H 3.1566 -2.4991 -0.0406 0.23 0.45 -0.43 0.00
H 2.2412 4.5605 0.9585 -0.17 0.24 -0.16 0.00

***

(3)
74
Properties=species:S:1:pos:R:3:forces:R:3:lowdin_charge:R:1 method="wB97M-V/def2-TZVPD" gap_ha=0.2993 total_charge=0 multiplicity=1 smiles="C[C@@H](F)P(CCCSC(=S)N1CCOCC1)CCC(F)(F)F.ClC(Cl)Cl.ClC(Cl)Cl.ClC(Cl)Cl.ClC(Cl)Cl.ClC(Cl)Cl.ClC(Cl)Cl" lumo_ev=-0.1094
Cl 4.9730 2.1370 -2.6567 -0.19 0.18 0.20 0.49
Cl 6.6659 -2.3034 -4.6650 0.02 0.00 -0.01 0.53
Cl 5.4146 5.6147 1.9571 0.19 0.27 0.11 0.47
Cl 3.8503 0.9185 -0.2706 0.03 -0.03 0.02 0.52
Cl 5.8075 0.4058 -5.2509 0.13 -0.12 -0.09 0.49
Cl 4.8945 6.5088 4.6685 0.00 0.01 -0.01 0.52
Cl 0.5613 3.7841 -6.3494 0.06 0.07 0.00 0.52
Cl 7.5383 6.8410 3.5113 0.00 0.02 -0.01 0.53
Cl 3.7525 2.8722 2.9727 -0.07 -0.17 0.12 0.49
Cl 7.4046 -0.1535 -2.8630 0.13 -0.11 -0.08 0.51
Cl 3.2345 2.8549 -5.7171 0.00 -0.01 0.02 0.50
Cl 5.0093 2.3140 5.5252 0.02 -0.02 -0.01 0.53
Cl -2.1400 -0.3026 -3.6424 -0.01 0.13 -0.44 0.51
Cl 4.4929 3.7492 -0.2848 -0.05 -0.10 -0.28 0.50
Cl 3.1950 0.3722 4.3455 0.14 -0.09 0.13 0.52
Cl -2.1773 1.6214 -5.8198 -0.03 -0.07 -0.02 0.52
Cl -0.3257 -0.6201 -5.9193 -0.03 -0.01 0.00 0.52
Cl 2.2599 2.7257 -8.4506 0.00 -0.03 0.00 0.53
S 0.3162 0.9345 2.6602 0.38 0.07 -0.29 0.83
S -2.1696 0.1480 4.0551 -0.04 -0.05 0.32 0.70
P -3.4423 -0.7165 -0.8221 0.58 0.04 -1.01 0.99
F -6.6790 -2.2009 -2.6089 0.64 -0.39 -0.12 0.11
F -5.0744 1.3131 -0.9597 -0.05 0.14 -0.15 -0.08
F -5.8209 -4.1643 -3.0746 0.16 0.85 0.27 0.11
F -4.6070 -2.3582 -3.3150 -0.70 -0.40 0.49 0.08
O -0.7229 -4.1699 3.2968 -0.29 -0.10 -0.20 -0.12
N -0.0131 -1.4414 3.8553 -1.14 0.13 -0.64 -0.16
C -1.6590 0.9237 0.6110 0.37 -0.33 -0.13 -0.30
C -0.1473 -3.4132 2.2539 0.19 -0.23 0.06 -0.18
C 4.4014 1.6137 4.0223 -0.06 0.07 0.04 -1.54
C -0.1593 0.8581 0.8989 -0.49 -0.10 0.31 -0.47
C -5.3072 0.2516 1.1214 -0.19 0.01 -0.07 -0.07
C -5.0684 0.0523 -0.3617 0.11 -0.21 0.88 -0.51
C -2.3177 -0.4607 0.6172 -0.64 0.04 0.01 -0.39
C -1.5884 -3.2975 4.0108 0.28 0.44 -0.17 -0.18
C -0.6868 -2.3524 4.7772 0.48 -0.60 0.41 -0.17
C -5.0910 -3.0931 -1.0702 0.74 -0.25 -0.24 -0.12
C 7.0814 -0.5946 -4.5444 -0.12 0.00 0.03 -1.53
C 0.6160 -2.1711 2.7355 0.72 -0.07 0.14 -0.13
C 1.8189 2.6182 -6.7455 -0.02 0.04 -0.04 -1.55
C 5.8037 6.8166 3.1888 -0.02 -0.07 0.05 -1.54
C -5.5409 -2.9474 -2.5179 -0.30 0.04 -0.43 -0.57
C -1.9260 -0.0671 -5.3820 0.12 0.02 0.16 -1.52
C -0.6760 -0.2847 3.5443 0.02 0.30 -0.25 -1.06
C 4.9447 2.1565 -0.8982 -0.09 0.04 -0.04 -1.53
C -3.6821 -2.5681 -0.7667 -0.53 0.47 0.86 -0.32
H 5.9424 1.9310 -0.5457 0.01 0.00 0.03 0.01
H 0.5693 -4.0589 1.7527 0.09 -0.06 -0.06 0.13
H -2.1074 1.5945 1.3367 -0.28 0.12 -0.05 0.09
H 5.2313 1.1449 3.5116 0.03 0.01 -0.01 0.01
H -2.1543 -2.7100 3.2844 -0.39 -0.01 0.04 0.10
H -2.6696 -0.6612 -5.8956 0.02 -0.04 -0.02 0.01
H 1.6219 -2.4646 3.0304 0.05 -0.13 0.23 0.12
H -5.8972 -0.5075 -0.7874 0.01 -0.10 -0.27 0.09
H 0.3300 1.7226 0.4601 0.21 0.16 0.15 0.07
H 1.4283 1.6261 -6.5602 -0.02 -0.01 0.02 -0.03
H -2.9238 -3.0201 -1.3973 0.02 -0.02 -0.23 0.08
H -4.6242 1.0024 1.5081 0.11 0.05 0.11 0.07
H 5.5186 7.7900 2.8146 0.00 0.02 -0.01 0.01
H -0.9185 -3.1674 1.5188 -0.17 0.24 0.03 0.10
H -3.4707 -2.8843 0.2566 0.07 -0.12 0.09 0.07
H -2.2757 -3.8485 4.6402 0.10 -0.30 0.12 0.13
H -2.8758 -0.6634 1.5282 0.25 -0.06 0.25 0.02
H -5.1676 -0.6696 1.6838 0.08 -0.15 0.00 0.08
H 0.2839 -0.0259 0.4458 0.06 -0.09 -0.13 0.06
H -1.1651 -1.8466 5.6040 -0.16 0.43 -0.16 0.10
H -6.3268 0.5840 1.2986 -0.10 0.15 0.00 0.08
H -5.8017 -2.6310 -0.3973 -0.29 0.07 -0.10 0.11
H -1.7613 1.3371 -0.3917 -0.12 0.25 -0.04 0.09
H 0.7455 -1.5150 1.8828 -0.01 0.22 0.03 0.08
H 7.9879 -0.4281 -5.1093 0.02 0.01 0.00 0.01
H -5.0904 -4.1582 -0.8575 -0.14 -0.14 -0.01 0.12
H -1.5417 -1.2180 0.5108 0.00 -0.22 -0.02 0.06
H 0.0984 -2.9795 5.2014 0.09 -0.04 0.13 0.14

***

(4)
95
Properties=species:S:1:pos:R:3:forces:R:3:lowdin_charge:R:1 method="wB97M-V/def2-TZVPD" gap_ha=0.3016 total_charge=0 multiplicity=1 lumo_ev=0.0650
Cl 1.2973 0.1646 -4.2565 0.43 0.26 -0.66 0.60
Cl 4.4957 -7.1105 5.6756 0.13 -0.21 0.07 0.50
Cl -0.1459 -5.3404 2.3436 0.03 0.03 0.03 0.54
Cl 2.4061 -3.7408 -6.6756 0.03 0.05 0.05 0.52
Cl -0.3338 1.8585 6.9269 -0.05 0.01 -0.05 0.54
Cl 4.0663 -2.7521 -8.8427 0.01 0.01 0.02 0.53
Cl -0.8002 -2.5239 2.6823 -0.15 -0.04 -0.02 0.53
Cl 2.2374 -2.3193 -2.3025 0.04 -0.21 0.06 0.53
Cl -0.3975 8.1394 0.3607 -0.02 -0.02 0.01 0.51
Cl -6.3047 -1.9686 0.5331 -0.34 -0.26 0.06 0.58
Cl 6.3322 -2.8628 0.6184 -0.04 0.00 0.00 0.54
Cl 9.1633 -2.4136 1.0069 0.03 0.00 0.01 0.53
Cl 4.5515 -0.6691 -1.7141 0.09 -0.11 1.45 0.50
Cl 7.1838 -7.4931 4.6445 0.00 -0.01 0.01 0.53
Cl 0.1318 8.2750 -2.4926 -0.01 -0.01 0.00 0.53
Cl 0.0792 -3.6920 5.8678 -0.02 -0.34 -0.12 0.51
Cl 4.8158 -2.9644 -3.4707 0.65 -1.51 0.60 0.51
Cl 6.6256 -5.3131 6.4808 0.00 0.00 0.02 0.52
Cl 0.6383 -0.8463 7.3173 0.00 0.29 0.18 0.50
Cl 5.1817 -4.5722 -6.8723 0.03 0.00 0.04 0.52
Cl 7.5260 -0.2833 -0.0866 0.06 -0.08 0.10 0.52
Cl 4.0736 -0.6584 -4.4472 -0.86 1.31 -2.16 0.47
Cl 0.8373 -3.3471 0.4670 0.20 -0.25 0.03 0.54
Cl 2.1467 7.2174 -0.6891 0.00 -0.04 0.00 0.52
Cl -7.3548 -2.6272 3.1564 -0.01 0.00 -0.01 0.54
Cl -4.6162 -3.3211 2.4719 0.02 0.03 -0.01 0.54
Cl 2.7397 -4.4206 4.9626 -0.10 0.21 -0.04 0.52
Cl 2.9620 1.1489 -6.4293 0.00 0.05 -0.03 0.55
Cl 0.9695 -6.4525 6.0501 0.02 0.01 0.01 0.53
Cl 0.1939 0.1472 4.6290 0.11 0.07 0.19 0.56
S -0.3950 2.9289 -1.0192 -0.43 0.86 -2.61 0.66
S -2.9294 1.4903 2.1581 -0.41 -2.07 -0.49 0.78
P -1.2593 0.1023 -0.4195 -1.28 -1.19 1.10 0.97
P -4.3834 0.8157 -1.9270 -0.92 0.26 -0.56 0.92
F -3.9959 3.6842 3.2762 0.13 0.09 -0.08 0.15
F 0.4342 3.0878 0.3146 -0.27 -0.22 0.27 -0.15
F -3.6479 1.9856 4.5591 0.02 0.02 -0.02 0.15
F -1.9760 3.2056 3.9783 -0.03 0.25 -0.12 0.14
O 0.4416 2.1822 -1.9053 0.13 -0.46 0.68 -0.30
O -0.7423 4.2340 -1.4781 0.08 0.25 0.86 -0.26
O -4.2563 -0.0802 -0.5740 0.40 0.01 -0.17 -0.40
O -3.9931 4.2996 -1.7211 -0.46 -0.13 -0.05 0.16
O -1.8158 0.6535 2.4962 0.38 0.82 0.15 -0.38
O -4.2070 0.8454 2.0912 -0.26 0.64 0.08 -0.27
N -2.0703 3.8038 1.0399 0.49 -0.55 0.22 0.10
N -3.9636 -0.2363 -3.2183 0.00 -0.33 0.70 -0.16
N -3.9386 2.7847 0.0753 0.22 0.55 -0.04 0.08
N -2.2673 2.3394 -3.0719 -0.31 0.00 0.29 -0.03
C -0.3510 0.2073 6.3009 0.15 -0.02 0.00 -1.54
C -2.6095 2.5375 0.6179 -1.74 0.67 0.30 -0.51
C -2.8990 2.0630 -1.8227 0.13 0.07 0.44 -0.48
C 0.4175 7.3701 -1.0077 -0.03 0.02 0.00 -1.55
C 3.9862 -2.2994 -2.0645 -0.15 0.13 0.07 -1.50
C -5.9197 -2.1583 2.2504 0.14 0.08 0.07 -1.53
C 0.3126 0.1428 0.5030 0.66 0.62 -0.45 -0.30
C 0.4151 -3.6792 2.1519 -0.23 -0.01 -0.02 -1.53
C 7.5698 -1.6635 1.0096 0.10 0.06 -0.01 -1.54
C 1.4558 -4.7583 6.1295 -0.06 0.00 -0.04 -1.52
C -3.6886 3.2531 -1.2432 0.35 -0.43 -0.02 -0.49
C 4.0348 -3.2612 -7.1545 -0.07 -0.03 -0.07 -1.58
C -3.1357 2.7085 3.5684 0.04 -0.29 0.21 -0.67
C 6.2173 -6.9695 6.0227 -0.01 0.02 -0.05 -1.55
C -3.1317 2.7226 -4.2030 0.75 0.29 -0.44 -0.26
C 2.9266 0.6498 -4.7379 0.05 0.14 -0.17 -1.45
C -1.9091 1.8649 -0.6161 2.40 -0.03 0.07 -0.40
C -2.5515 3.9543 -4.9219 -0.20 -0.23 0.18 -0.07
C -0.8042 -0.5691 -2.0531 0.64 0.45 -0.33 -0.32
H -1.6122 1.6178 -3.3323 -0.01 -0.02 -0.04 0.09
H -3.0361 4.8558 -4.5511 0.11 0.11 -0.06 0.07
H 4.3308 -2.4190 -6.5441 -0.03 0.04 0.02 -0.05
H -5.5805 -1.1958 2.6139 0.02 0.01 -0.05 -0.01
H -1.3713 -0.1529 6.3307 0.00 0.00 0.03 0.02
H -1.3466 3.7663 1.7454 0.09 0.10 -0.11 0.10
H -1.4841 4.0323 -4.7222 0.03 -0.01 -0.04 0.07
H 1.8503 -4.5672 7.1189 0.02 -0.01 0.00 0.02
H -1.5620 -0.4187 -2.8193 -0.09 0.05 0.09 0.01
H -4.1382 2.9623 -3.8715 -0.05 -0.25 0.12 0.10
H 0.2774 0.8624 1.3172 -0.12 -0.11 0.05 0.02
H -3.4358 -1.0558 -2.9244 0.15 0.08 -0.17 0.03
H 0.0016 6.3786 -1.1276 0.00 -0.06 -0.03 -0.03
H -2.7790 4.4880 1.2517 0.00 0.02 0.01 0.11
H 6.4487 -7.6145 6.8597 0.01 0.01 0.01 0.01
H -3.1680 1.8896 -4.9055 -0.26 -0.06 0.06 0.10
H 1.1627 0.4062 -0.1316 0.01 -0.06 -0.02 0.04
H 0.1489 -0.1909 -2.4453 -0.51 -0.11 0.53 -0.09
H 4.2090 -2.9254 -1.2136 0.08 -0.02 0.03 -0.03
H -4.8372 -0.5754 -3.6077 0.09 0.13 -0.26 0.03
H 7.3708 -1.3031 2.0099 -0.02 0.00 0.00 0.01
H -0.7071 -1.6464 -1.9014 -0.06 -0.02 0.10 0.03
H 3.2166 1.4949 -4.1273 -0.07 0.06 0.03 0.02
H 0.4775 -0.8449 0.9278 -0.17 0.12 -0.07 -0.05
H -4.5403 -1.0002 -0.6674 0.04 0.21 0.09 -0.02
H -4.5624 3.3413 0.6485 0.07 0.10 -0.04 0.15
H -2.7020 3.8663 -5.9979 -0.06 0.15 -0.02 0.07
H 1.2968 -3.5518 2.7664 0.04 0.00 -0.03 -0.04

***

E across the listed records, respectively: -55806.27779 -42756.95545 -290926.37870 -465190.26426 eV.